# 1
The following is a quantum chemistry calculation of an isolated molecule of C16H18ClN3O2S, from the Open Molecules 2025 dataset.

Values from the calculation:
Kohn-Sham gap ... 8.85 eV
Molecular weight ... 351.86 g mol⁻¹
Electronic energy ... -1793.66396 hartree
SMILES ... CC1=C(C(=O)N2CCOCC2)[C@H](c2ccc(Cl)cc2)NC(=S)N1

XYZ file:
```
41
Properties=species:S:1:pos:R:3:forces:R:3
C -2.046 -2.722 0.960 0.0 0.2 -0.1
C -2.082 -1.371 0.320 0.5 -0.1 -0.4
C -1.213 -0.931 -0.594 -0.5 0.0 -0.1
C -0.089 -1.738 -1.165 -0.1 0.0 0.4
O -0.155 -2.203 -2.288 -0.1 0.0 -0.4
N 1.012 -1.874 -0.392 0.2 -0.2 0.0
C 1.232 -1.306 0.918 0.1 -0.1 0.5
C 1.684 -2.416 1.876 -0.2 0.4 0.0
O 2.824 -3.081 1.389 0.2 0.0 0.1
C 2.579 -3.655 0.124 0.0 0.1 -0.3
C 2.170 -2.588 -0.893 0.1 -0.4 0.0
C -1.347 0.439 -1.226 0.3 -0.2 0.0
C -0.140 1.261 -0.810 0.0 0.2 -0.1
C -0.149 1.999 0.366 0.0 -0.1 -0.1
C 0.982 2.680 0.778 0.1 0.0 0.0
C 2.134 2.613 0.011 -0.2 -0.1 -0.1
Cl 3.557 3.447 0.529 0.1 0.1 0.0
C 2.159 1.881 -1.167 0.1 0.1 0.1
C 1.020 1.212 -1.573 -0.1 0.0 0.1
N -2.597 1.057 -0.835 0.2 -0.3 0.0
C -3.399 0.651 0.163 -0.2 0.2 0.0
S -4.686 1.546 0.675 -0.5 0.3 0.2
N -3.122 -0.551 0.738 0.1 -0.1 -0.1
H -1.262 -3.329 0.518 0.0 -0.1 0.0
H -2.999 -3.226 0.811 -0.1 -0.1 0.0
H -1.872 -2.632 2.032 0.0 0.0 0.1
H 0.323 -0.831 1.283 0.1 0.0 0.0
H 2.025 -0.550 0.848 -0.1 0.0 0.0
H 1.964 -1.995 2.842 -0.1 0.0 0.0
H 0.863 -3.137 2.017 0.0 0.1 0.0
H 3.509 -4.139 -0.176 -0.1 0.0 0.0
H 1.783 -4.412 0.204 0.1 0.0 0.0
H 1.903 -3.038 -1.850 0.1 0.1 0.1
H 2.995 -1.881 -1.033 0.0 0.0 0.0
H -1.337 0.322 -2.320 0.0 0.0 0.2
H -1.045 2.049 0.966 -0.1 0.0 0.1
H 0.972 3.257 1.689 0.0 0.1 0.1
H 3.060 1.842 -1.759 0.1 0.0 0.0
H 1.034 0.639 -2.489 0.0 -0.1 -0.1
H -2.811 1.960 -1.232 -0.1 -0.1 0.1
H -3.783 -0.886 1.423 0.0 0.2 -0.1
```
Positions in Å, forces in eV/Å.

Population analysis type Mulliken, resulting atomic charges in e: -1.7590, 1.9090, -0.5070, -0.4029, -0.6978, 0.3698, -0.3212, -0.8311, -0.3928, -0.5306, -0.7786, -0.2504, 0.3177, -0.1551, -0.9046, 0.3723, -0.2236, -0.8820, -0.0716, -0.1449, -0.2652, -0.3779, -0.0666, 0.3411, 0.5078, 0.3469, 0.3681, 0.1632, 0.3309, 0.3756, 0.3378, 0.3263, 0.4562, 0.2989, 0.4173, 0.4049, 0.4393, 0.4272, 0.4333, 0.3074, 0.3119



# 2
The following is a quantum chemistry calculation of a cluster of 11 separate species, C52H64N8O3 in total, from the Open Molecules 2025 dataset.

Values from the calculation:
Kohn-Sham gap ... 9.62 eV
Molecular weight ... 849.14 g mol⁻¹
Electronic energy ... -2683.44146 hartree
SMILES ... c1ccncc1.c1ccncc1.c1ccncc1.c1ccncc1.c1ccncc1.c1ccncc1.c1ccncc1.c1ccncc1.C1CCOC1.C1CCOC1.C1CCOC1

XYZ file:
```
127
Properties=species:S:1:pos:R:3:forces:R:3
C -4.444 -2.390 -0.173 0.3 -1.2 -0.5
C -4.091 -2.694 -1.486 0.1 -0.9 0.1
C -4.125 -4.039 -1.942 0.2 0.3 0.3
N -4.457 -5.089 -1.214 -0.9 1.4 2.2
C -4.841 -4.751 0.079 0.3 -0.4 -1.3
C -4.835 -3.478 0.645 0.3 -0.2 -1.2
H -4.335 -1.374 0.178 -0.1 0.0 0.3
H -3.669 -1.979 -2.177 -0.2 0.4 0.1
H -3.834 -4.315 -2.945 0.2 0.4 -0.3
H -5.179 -5.602 0.652 0.1 0.0 0.3
H -5.090 -3.410 1.693 -0.1 0.3 0.0
C 1.250 5.008 -5.130 -0.7 0.2 0.4
C 0.635 3.787 -5.337 0.3 0.2 -0.1
C -0.527 3.475 -4.639 -0.2 0.0 -0.5
N -1.162 4.288 -3.789 1.4 1.2 0.2
C -0.542 5.484 -3.554 0.6 -1.0 -1.3
C 0.653 5.883 -4.232 -1.0 -0.6 1.1
H 2.148 5.298 -5.655 0.1 -0.1 0.0
H 1.093 3.133 -6.065 -0.3 -0.5 0.1
H -1.016 2.535 -4.850 0.0 -0.2 0.1
H -1.057 6.105 -2.836 0.2 0.3 0.0
H 1.160 6.806 -3.992 -0.3 0.2 0.1
C -1.281 -6.327 -0.046 0.5 0.3 0.0
C -1.712 -5.837 1.158 -0.7 0.2 0.8
C -1.468 -4.506 1.530 1.4 -0.1 -1.9
N -0.744 -3.693 0.725 0.3 -1.0 -0.8
C -0.254 -4.199 -0.480 -1.8 0.3 2.3
C -0.563 -5.487 -0.881 0.6 0.2 -0.4
H -1.396 -7.371 -0.298 -0.3 0.0 -0.1
H -2.289 -6.495 1.790 0.0 0.1 0.3
H -1.749 -4.086 2.484 -0.3 -0.1 0.0
H 0.306 -3.488 -1.069 0.1 -0.1 -0.1
H -0.213 -5.880 -1.825 0.1 0.1 -0.1
C -1.287 0.643 -0.768 -0.1 -0.8 1.6
C -0.624 -0.468 -0.196 0.4 1.3 -0.8
C 0.760 -0.353 -0.140 0.8 1.9 -0.7
N 1.435 0.728 -0.638 -0.6 -0.2 -0.8
C 0.744 1.736 -1.254 1.5 -1.4 2.2
C -0.606 1.793 -1.168 -1.5 -1.0 -1.6
H -2.365 0.625 -0.711 -0.2 0.1 -0.4
H -1.102 -1.363 0.175 -0.2 0.1 0.0
H 1.423 -1.062 0.333 -0.2 -0.4 0.1
H 1.294 2.583 -1.637 0.4 -0.1 -0.2
H -1.115 2.563 -1.729 -0.3 0.4 0.4
C 4.340 -0.805 0.858 0.0 0.2 -2.3
C 4.685 -0.615 2.163 0.4 -0.7 1.0
C 5.357 -1.665 2.790 1.1 -1.5 -2.1
N 5.660 -2.855 2.128 -0.2 1.9 0.5
C 5.336 -2.944 0.829 -0.4 -0.5 1.1
C 4.662 -1.961 0.150 -0.1 0.4 0.6
H 3.992 -0.009 0.216 -0.6 0.4 0.4
H 4.450 0.307 2.674 0.2 0.0 0.1
H 5.950 -1.523 3.681 -0.6 -0.2 0.6
H 5.574 -3.863 0.315 0.2 -0.2 0.1
H 4.398 -2.099 -0.888 0.1 0.2 -0.1
C -5.947 1.169 -0.028 -0.5 0.9 1.0
C -5.826 2.566 0.006 0.2 -1.7 1.1
C -6.507 3.236 1.047 0.4 -1.3 -0.1
N -7.344 2.627 1.895 -0.6 -0.6 -0.6
C -7.584 1.282 1.718 0.7 1.5 0.7
C -6.818 0.534 0.901 1.4 -0.2 -3.1
H -5.340 0.584 -0.703 0.0 -0.1 -0.1
H -4.997 3.005 -0.529 -0.4 0.5 -0.3
H -6.204 4.260 1.206 -0.5 0.3 0.3
H -8.281 0.704 2.305 -0.4 0.8 0.6
H -6.902 -0.536 0.783 -0.3 -0.2 0.4
C 2.541 2.379 2.029 -1.9 0.0 -0.1
C 3.337 2.842 3.057 0.6 -0.7 -0.3
C 2.765 3.379 4.177 -2.1 -0.2 0.6
N 1.413 3.406 4.376 0.9 -0.8 -0.2
C 0.631 2.807 3.449 1.4 1.0 0.4
C 1.137 2.377 2.226 0.8 0.1 0.3
H 2.937 1.970 1.111 0.1 0.0 0.0
H 4.396 2.634 3.055 0.2 0.4 -0.2
H 3.384 3.691 5.006 -0.1 0.4 0.1
H -0.406 2.678 3.723 -0.2 0.2 -0.2
H 0.407 2.022 1.514 0.3 -0.2 -0.3
C -4.012 -0.717 2.923 0.8 0.9 0.8
C -2.603 -0.807 2.901 -0.9 0.1 -1.0
C -1.851 0.311 3.227 -1.3 0.6 0.7
N -2.439 1.458 3.657 2.2 -1.0 0.0
C -3.732 1.466 3.811 -0.8 0.9 0.5
C -4.569 0.463 3.428 -0.4 -2.1 -0.6
H -4.691 -1.523 2.687 0.3 -0.2 -0.2
H -2.101 -1.663 2.477 0.0 -0.3 0.2
H -0.774 0.245 3.277 0.1 0.2 -0.3
H -4.154 2.303 4.347 0.0 0.5 -0.2
H -5.642 0.492 3.550 0.0 0.4 0.1
C 1.990 -1.445 -3.740 0.5 -0.5 1.3
C 0.605 -1.951 -4.086 -0.8 0.2 -1.4
C 0.481 -1.356 -5.503 1.7 -1.1 0.7
O 1.134 -0.076 -5.388 -1.5 0.8 -1.1
C 2.101 -0.049 -4.348 -1.1 -1.7 0.3
H 2.703 -2.167 -4.139 0.1 0.1 -0.1
H 2.171 -1.376 -2.667 0.1 -0.1 0.1
H -0.293 -1.603 -3.576 0.5 0.4 0.8
H 0.510 -3.037 -4.108 0.3 -0.1 0.0
H -0.527 -1.460 -5.905 -0.1 1.3 0.1
H 1.108 -1.952 -6.166 0.1 -0.2 -0.3
H 1.765 0.587 -3.529 0.3 0.8 -0.4
H 3.083 0.179 -4.763 0.0 0.2 0.2
C 1.817 -0.680 4.176 -0.5 0.6 1.1
C 1.675 -2.069 3.500 0.0 0.4 1.7
C 0.439 -2.673 4.250 0.4 0.9 -1.2
O 0.022 -1.745 5.253 -1.1 -0.7 -0.3
C 0.953 -0.710 5.505 1.3 -1.6 -1.5
H 1.389 0.129 3.583 0.2 -0.2 -0.3
H 2.828 -0.377 4.445 0.1 -0.2 -0.3
H 2.478 -2.745 3.795 0.5 0.4 -0.3
H 1.674 -1.996 2.412 -0.5 -0.2 0.1
H 0.771 -3.654 4.589 -0.3 0.0 0.8
H -0.391 -2.844 3.564 -0.2 0.1 0.1
H 1.533 -1.068 6.356 0.4 0.5 0.2
H 0.462 0.237 5.728 -0.1 -0.1 -0.1
C 4.041 4.085 -2.478 0.6 -0.7 0.6
C 4.444 3.014 -3.441 0.3 -0.6 -1.8
C 4.722 1.755 -2.646 0.4 0.7 -0.1
O 5.306 2.274 -1.441 0.2 -0.2 -0.7
C 4.638 3.499 -1.183 -1.2 0.0 1.0
H 2.957 4.053 -2.371 0.0 0.8 -0.1
H 4.480 5.041 -2.765 -0.5 0.1 0.2
H 5.380 3.257 -3.943 0.0 0.3 0.0
H 3.709 2.845 -4.229 -0.1 0.0 -0.1
H 5.460 1.160 -3.184 0.0 -0.2 0.3
H 3.815 1.167 -2.506 -0.1 -0.1 0.6
H 5.233 4.191 -0.588 0.4 -0.2 -0.2
H 3.777 3.214 -0.578 -0.2 0.3 0.4
```
Positions in Å, forces in eV/Å.

Atomic partial charges in e from the Mulliken method, atoms 1 to 99: 0.5543, -0.3892, -0.5047, -0.5532, -0.5059, -0.5714, 0.4527, 0.3495, 0.3908, 0.4208, 0.3526, -0.2937, -0.2043, -0.2749, -0.5266, -0.3443, -0.3557, 0.4172, 0.4324, 0.3808, 0.3863, 0.3925, -0.3795, -0.8834, -0.0501, 0.1601, -0.2679, -0.6863, 0.3922, 0.4478, 0.3671, 0.4253, 0.4635, -0.8384, 0.4364, -0.7054, 1.1018, -0.1421, -1.6497, 0.6669, 0.2856, 0.2742, -0.0169, 0.6033, 0.4962, -0.0267, -0.5703, -0.6292, -0.3737, -0.5757, 0.2903, 0.1908, 0.3911, 0.3735, 0.4022, -0.1592, -0.6266, -0.0697, -0.5670, -0.4237, -0.2079, 0.5522, 0.3895, 0.3740, 0.3806, 0.4070, 0.8572, -0.7510, -0.4035, -0.6678, -0.4610, -0.6173, 0.4135, 0.4643, 0.3960, 0.7391, 0.0397, -0.0876, -0.0758, 0.1815, -0.3517, -0.8252, -0.7499, 0.4290, 0.2675, 0.0934, 0.4613, 0.5374, 0.1893, -0.2007, -0.8226, -0.4976, 0.6881, 0.4766, -0.5481, -0.0421, 0.4231, 0.3996, 0.3074